ORCA calculation (the ωB97M-V functional and the def2-TZVPD basis) on a cluster of 2 separate species, C10H21BBrO4S in total in a non-equilibrium geometry.

Its total charge is -1. The calculation puts the HOMO-LUMO gap at 0.1696 Eh.

CARTESIAN COORDINATES (ANGSTROEM)
C (3.45310, 1.50736, 1.04821)
B (2.62591, 0.14788, 1.42098)
O (2.98797, -0.42914, 2.73076)
C (1.55162, -0.58087, 0.44193)
C (1.02627, 0.40771, -0.70125)
C (-0.28569, 1.26141, -0.42321)
C (-0.03135, 2.70903, 0.26911)
C (-0.38892, 2.75295, 1.82734)
O (-1.83029, 2.92344, 2.02632)
C (0.33693, -1.03399, 1.43731)
C (0.63132, -2.37087, 2.23992)
O (0.01456, -2.55505, 3.32658)
Br (1.92516, -3.78110, 1.73988)
H (3.90597, 1.99313, 1.99298)
H (4.37285, 1.18155, 0.42379)
H (2.89364, 2.25618, 0.40631)
H (3.32303, 0.29130, 3.30151)
H (1.83031, 1.13257, -1.10634)
H (0.78605, -0.26894, -1.60888)
H (-1.15324, 0.73384, 0.08556)
H (-0.69749, 1.53130, -1.47180)
H (-0.80447, 3.41494, -0.22361)
H (0.98279, 3.16003, 0.00159)
H (0.06901, 3.73600, 2.22929)
H (0.06088, 1.91810, 2.45073)
H (-2.21325, 2.13246, 2.45091)
H (-0.04686, -0.18072, 2.08773)
H (-0.53326, -1.28269, 0.71318)
C (-2.81447, -3.08210, -1.87652)
S (-1.51044, -2.04379, -2.57146)
O (-1.53609, -0.74403, -1.83978)
C (-2.31555, -1.78266, -4.16760)
H (-2.54131, -3.33958, -0.85261)
H (-3.76131, -2.53881, -1.87420)
H (-2.90627, -3.99552, -2.46733)
H (-3.29402, -1.32160, -4.02012)
H (-2.42419, -2.73955, -4.68168)
H (-1.68890, -1.12015, -4.76554)

=====

ORCA calculation (the ωB97M-V functional and the def2-TZVPD basis) on a structure of composition C10H21Cl2PTl in a non-equilibrium geometry.

Its total charge is -1. The calculation puts the HOMO-LUMO gap (spin up / spin down) at 0.2467 / 0.2335 Eh.

CARTESIAN COORDINATES (ANGSTROEM)
Tl (1.09891, 1.70517, 1.45467)
Cl (-0.13418, 3.40815, -0.05824)
Cl (0.61682, 1.28235, 4.02189)
C (0.13250, -1.02803, -0.80823)
H (0.44110, 0.03721, -0.83515)
H (0.80450, -1.54827, -0.08694)
C (-1.46113, -1.24826, -2.19620)
C (-0.02625, -1.65995, -2.06831)
H (-2.24612, -1.89177, -1.76717)
C (0.96170, -1.07052, -3.13068)
H (0.07516, -2.75546, -2.01900)
C (0.53107, 0.29043, -3.67919)
H (1.96277, -0.97089, -2.67876)
H (1.08321, -1.82250, -3.93834)
C (-0.96236, 0.52998, -3.86985)
H (0.91380, 1.08637, -3.01413)
H (1.02994, 0.41361, -4.64544)
C (-1.80962, 0.07187, -2.67556)
H (-1.12229, 1.59140, -4.06129)
H (-1.28746, -0.01978, -4.76924)
H (-1.64004, 0.82022, -1.86517)
H (-2.88068, 0.12077, -2.93949)
C (-3.04402, -1.85531, 1.73619)
P (-1.62066, -0.86972, 1.06093)
C (-2.14397, 0.73832, 1.82875)
C (-0.37283, -1.45828, 2.27708)
H (-3.98701, -1.46648, 1.32955)
H (-3.07268, -1.78223, 2.83628)
H (-2.92540, -2.90687, 1.44825)
H (-1.52182, 0.97800, 2.71412)
H (-2.02914, 1.54964, 1.08900)
H (-3.19754, 0.68176, 2.14601)
H (-0.34033, -0.81049, 3.16964)
H (-0.60200, -2.49515, 2.55883)
H (0.62542, -1.42547, 1.82260)

=====

ORCA calculation (the ωB97M-V functional and the def2-TZVPD basis) on a structure of composition C10H21Cl3IO3P2Sn in a non-equilibrium geometry.

Its total charge is +3. The calculation puts the HOMO-LUMO gap (spin up / spin down) at 0.1931 / 0.1551 Eh.

CARTESIAN COORDINATES (ANGSTROEM)
C (1.18137, 0.06740, -2.89131)
I (-3.15292, -0.26087, -2.45428)
H (2.07362, 0.13387, -2.26643)
H (1.08400, 0.93267, -3.55191)
H (1.17349, -0.84511, -3.50186)
Sn (-0.55483, -0.02449, -1.59938)
P (0.02581, 2.43169, -0.81272)
C (-1.58610, 3.26312, -0.73180)
C (0.81554, 3.00776, 0.72679)
H (1.28422, 3.98693, 0.55524)
H (0.75653, 4.46667, -1.80485)
H (1.56455, 2.26396, 1.03162)
H (2.03480, 3.20985, -1.92684)
H (-2.14112, 2.88204, 0.13651)
H (0.04944, 3.07934, 1.51165)
C (0.95889, 3.41089, -2.03619)
H (-1.37663, 4.33540, -0.60580)
H (0.64109, 3.18368, -3.06118)
H (-2.15677, 3.09030, -1.65147)
P (-0.01018, -2.36616, -0.40047)
C (-1.55890, -3.33021, -0.31917)
C (1.08215, -3.45300, -1.38246)
H (1.52257, -2.00752, 1.43917)
H (0.96853, -3.72205, 1.35077)
H (-0.09266, -2.45010, 2.03751)
C (0.66194, -2.66760, 1.26983)
H (2.13030, -3.16221, -1.22574)
H (0.93248, -4.48345, -1.02544)
H (-1.28115, -4.39009, -0.22826)
H (-2.14455, -3.16998, -1.23087)
H (0.84103, -3.39406, -2.45118)
H (-2.14945, -3.02024, 0.55332)
C (-2.16930, -0.19628, 0.65020)
O (-3.00520, -0.67712, 1.26728)
Cl (-0.63830, 1.72104, 4.71147)
C (-0.10438, 0.23742, 3.89215)
Cl (1.55198, -0.18792, 4.34219)
Cl (-1.21338, -1.12372, 4.30258)
C (-0.22223, 0.49522, 2.30213)
O (-1.32431, 1.06969, 1.98108)
O (0.68194, 0.19132, 1.50181)

=====

ORCA calculation (the ωB97M-V functional and the def2-TZVPD basis) on a structure of composition C10H21ClGaO3 in a non-equilibrium geometry.

Its total charge is -1. The calculation puts the HOMO-LUMO gap at 0.3095 Eh.

CARTESIAN COORDINATES (ANGSTROEM)
C (-0.75029, -3.22890, 1.56672)
C (0.13096, -2.58182, 0.81315)
Ga (1.46501, -2.13735, -0.76882)
C (1.72356, -0.07269, -0.80580)
C (3.30222, 0.20566, -0.60412)
O (3.91454, 0.97950, -1.40624)
Cl (4.27302, -0.60085, 0.72634)
H (-1.48041, -3.90960, 2.13462)
H (0.87519, -2.61175, -2.19476)
H (2.88476, -2.83317, -0.49378)
H (1.44011, 0.36143, -1.83621)
H (1.13100, 0.45292, 0.02017)
C (3.97727, 4.87941, 0.75341)
C (2.48188, 4.65759, 0.58675)
C (1.99040, 3.51916, 1.46594)
O (2.19664, 4.35947, -0.77775)
H (4.53901, 3.98605, 0.46257)
H (4.31916, 5.69270, 0.10700)
H (4.22683, 5.12690, 1.78899)
H (1.94359, 5.57613, 0.83875)
H (2.48422, 2.57926, 1.19930)
H (0.91718, 3.36245, 1.32763)
H (2.18051, 3.72548, 2.52292)
H (2.66926, 3.54630, -1.01142)
C (-4.43640, -1.79797, 0.14400)
C (-4.23686, -2.73148, -1.04017)
C (-5.04273, -4.01155, -0.87785)
O (-2.85635, -3.05322, -1.16081)
H (-4.10168, -2.26932, 1.07344)
H (-3.84313, -0.88829, 0.01956)
H (-5.48834, -1.51793, 0.25351)
H (-4.53452, -2.22418, -1.96264)
H (-4.72898, -4.55943, 0.01669)
H (-4.88082, -4.67764, -1.72979)
H (-6.11264, -3.79793, -0.79885)
H (-2.57317, -3.50536, -0.35247)

=====

ORCA calculation (the ωB97M-V functional and the def2-TZVPD basis) on a structure of composition C10H21F3IO2P2W in a non-equilibrium geometry.

Its total charge is +3. The multiplicity is 3. The calculation puts the HOMO-LUMO gap (spin up / spin down) at 0.2581 / 0.2179 Eh.

CARTESIAN COORDINATES (ANGSTROEM)
C (0.00256, 0.39490, -3.06585)
C (0.00754, 0.82302, -1.64819)
H (0.00586, 1.26388, -3.74014)
H (-0.89021, -0.20907, -3.28568)
H (0.88718, -0.21977, -3.28761)
O (0.01687, 2.06429, -1.31406)
I (-0.01752, -3.19467, -0.11148)
W (0.00021, -0.55605, 0.04695)
P (2.38294, -0.14745, 0.11118)
C (3.05693, 1.33664, 0.89417)
C (3.17431, -1.51780, 1.00863)
H (4.25436, -1.32356, 1.05294)
H (4.21243, 0.17533, -1.42437)
H (2.97907, -2.46150, 0.48939)
H (3.15317, -1.18628, -1.92888)
H (3.00495, 1.23095, 1.98333)
H (2.76786, -1.57429, 2.02518)
C (3.17084, -0.16456, -1.52824)
H (4.10140, 1.45975, 0.57983)
H (2.64031, 0.50227, -2.21787)
H (2.47203, 2.21383, 0.59707)
P (-2.37909, -0.11215, 0.12617)
C (-3.03275, 1.38625, 0.90153)
C (-3.16752, -0.11505, -1.51449)
H (-3.01708, -2.41492, 0.50267)
H (-4.28015, -1.25830, 1.05322)
H (-2.80757, -1.53391, 2.04017)
C (-3.20211, -1.46766, 1.01941)
H (-3.17154, -1.13740, -1.91380)
H (-4.20164, 0.24692, -1.41197)
H (-4.07080, 1.53177, 0.57546)
H (-2.42577, 2.25032, 0.61059)
H (-2.62306, 0.53927, -2.20511)
H (-2.99558, 1.28053, 1.99125)
C (0.02561, 1.61498, 0.57448)
O (0.03317, 2.50932, 1.32532)
F (-1.06234, 0.16248, 2.93047)
C (-0.01567, -0.54727, 2.35773)
F (1.13386, -0.02042, 2.93292)
F (-0.12305, -1.82463, 2.86768)

=====

ORCA calculation (the ωB97M-V functional and the def2-TZVPD basis) on a cluster of 2 separate species, C10H21FNO8PS in total in a non-equilibrium geometry.

The calculation puts the HOMO-LUMO gap at 0.3913 Eh.

CARTESIAN COORDINATES (ANGSTROEM)
N (6.46868, -4.43029, -1.34449)
C (5.46201, -4.06433, -2.00221)
C (4.67194, -2.85345, -1.56137)
O (3.97585, -2.25921, -2.67154)
S (2.47932, -1.71843, -2.31525)
O (2.45034, -1.24052, -0.95934)
O (1.59684, -3.12418, -2.38566)
C (0.72469, -3.30691, -1.28099)
C (-0.25150, -4.40850, -1.71122)
O (-1.03626, -4.19740, -2.58321)
F (-0.18140, -5.60346, -1.12267)
H (6.87660, -5.25828, -1.76969)
H (5.15380, -4.65695, -2.87061)
H (4.02555, -3.18176, -0.74710)
H (5.40679, -2.12964, -1.21321)
H (1.23144, -3.66243, -0.37906)
H (0.15505, -2.42319, -0.99816)
O (-1.61438, 2.91226, 2.69386)
P (-2.30038, 2.55324, 1.42039)
O (-1.07537, 2.44966, 0.32283)
C (0.17245, 1.84499, 0.65547)
C (0.20941, 0.36576, 0.32629)
O (-2.98252, 3.97518, 1.00743)
C (-3.08029, 5.04484, 1.94775)
C (-1.88076, 5.96839, 1.85166)
O (-3.41133, 1.83435, 0.45681)
C (-3.30892, 0.47651, 0.05033)
C (-3.34446, -0.49964, 1.21113)
H (0.42167, 2.00059, 1.70637)
H (0.93327, 2.36018, 0.06629)
H (-0.53035, -0.18238, 0.91748)
H (1.18939, -0.05307, 0.53559)
H (-0.01557, 0.19699, -0.72876)
H (-3.20229, 4.66007, 2.95939)
H (-3.98963, 5.59870, 1.70834)
H (-0.94310, 5.41536, 1.81536)
H (-1.85262, 6.65457, 2.69946)
H (-1.93327, 6.55879, 0.93494)
H (-2.42647, 0.33562, -0.57622)
H (-4.16602, 0.28365, -0.59707)
H (-2.62073, -0.22463, 1.98506)
H (-3.12720, -1.51157, 0.86816)
H (-4.33030, -0.49948, 1.67743)

=====

Calculated total energy, -100452.5622; -49737.7995; -86896.9146; -81749.4639; -51428.7661; -51421.4636 eV (same order as the records).